Below is a 2-piece molecular cluster, C4H3ClINS overall at a distorted geometry, with properties calculated with ωB97M-V with the def2-TZVPD basis set.

For the energy above the lowest of the compared OMol25 structures with the same formula, charge and spin, the calculation gives 63.87 kcal per mole. Its highest occupied orbital energy is -8.52 eV. Its HOMO-LUMO gap is 0.28583 Eh. Its SMILES is CC#CSI.N#CCl. Its maximum force is 3.59 eV Å⁻¹. For the calculated total energy, the calculation gives -1364.92931 hartree. Its LUMO energy is -0.75 eV.

```
! wB97M-V def2-TZVPD RIJCOSX def2/J DEFGRID3
* xyz 0 1
C -0.1366 -0.6614 -0.6279
C -0.0776 1.5605 1.2300
C 0.9186 -0.7100 -1.1290
C -1.4350 -0.8599 -0.0438
N -0.5853 0.9887 2.0787
S 2.4004 -0.5620 -1.8043
Cl 0.6361 2.4977 0.2066
I 3.5644 0.4854 -0.0877
H -1.5941 -0.2617 0.7718
H -2.2349 -0.5578 -0.6596
H -1.4562 -1.9196 0.0652
*
```

Below is C4H3ClINS as an isolated structure at a distorted geometry, with properties calculated with ωB97M-V with the def2-TZVPD basis set.

For the energy above the lowest of the compared OMol25 structures with the same formula, charge and spin, the calculation gives 0.00 kcal per mole. Its highest occupied orbital energy is -9.31 eV. Its HOMO-LUMO gap is 0.35087 Eh. Its maximum force is 2.91 eV Å⁻¹. For the calculated total energy, the calculation gives -1365.03109 hartree. Its LUMO energy is 0.24 eV.

```
! wB97M-V def2-TZVPD RIJCOSX def2/J DEFGRID3
* xyz 0 1
C 1.0260 1.1042 0.1028
C 0.7279 2.4730 -0.1267
C 2.4013 1.0348 0.1958
C -0.0463 0.0486 0.2888
N 1.7100 3.3302 -0.0091
S 3.1360 2.5639 0.1164
Cl -0.8555 3.0318 -0.3525
I 3.5501 -0.6439 0.0255
H 0.5166 -0.7404 0.7835
H -1.0040 0.4302 0.5552
H -0.3655 -0.3668 -0.6729
*
```